No. 1
Formula: C2H7NS
Source: OMol25
Level of theory: ωB97M-V/def2-TZVPD

Last column: natural (NBO) charge in e.
Positions of all 11 atoms, in Å:
N  0.1935  1.5149  -0.8123  -0.829
C  0.3797  0.0728  -0.5740  -0.232
C  -0.4811  -0.3475  0.6302  -0.513
S  -0.1096  -2.0698  1.0409  -0.062
H  0.0638  1.6554  -1.8122  0.357
H  1.0816  1.9823  -0.6504  0.356
H  0.0715  -0.5188  -1.4260  0.187
H  1.4104  -0.2012  -0.3598  0.182
H  -1.5396  -0.2743  0.3662  0.213
H  -0.2260  0.3334  1.4430  0.214
H  -0.8443  -2.1472  2.1544  0.126

Forces on the atoms, in the same order (eV/Å):
N 0.627 -0.161 -0.706
C -0.559 -0.151 0.684
C 0.107 0.262 -0.411
S 0.189 -0.169 0.058
H -0.267 0.028 0.178
H -0.175 0.060 0.293
H -0.058 -0.047 -0.367
H 0.226 0.105 -0.020
H 0.184 0.237 0.150
H -0.217 -0.184 0.114
H -0.057 0.019 0.028

Values from the calculation:
HOMO energy, Ha: -0.33104
Gap between HOMO and LUMO, eV: 10.06
2S+1: 1
Structure (SMILES): NCCS
Total charge: 0
Energy, a.u.: -533.32731



No. 2
Formula: C31H42BrN3P2Zn
Source: OMol25
Level of theory: ωB97M-V/def2-TZVPD

Last column: Mulliken charge in e.
Positions of all 80 atoms, in Å:
C  -0.6552  6.8166  -3.7078  -0.348
C  -0.8682  5.4632  -4.0608  0.390
C  -1.1451  5.1668  -5.4044  -0.469
C  -1.2693  6.2133  -6.3363  -0.327
N  -1.1107  7.4734  -5.9411  -0.530
C  -0.7943  7.8141  -4.6940  -0.336
C  -0.7367  4.3698  -3.1188  0.199
C  -0.4948  3.6148  -2.1753  -0.736
C  -0.8305  2.8369  -1.0292  0.824
C  -0.0130  2.6526  0.1046  -1.109
C  -0.3272  1.6827  1.0962  0.886
C  -1.5192  0.9080  0.9741  -1.739
C  -2.3523  1.1694  -0.1493  -0.136
C  -2.0141  2.1026  -1.1141  -0.682
Zn  -0.3461  -1.2601  -0.0493  0.546
P  1.8331  -1.5386  1.2519  0.964
H  -1.2204  4.1366  -5.7268  0.396
H  -0.3462  7.0918  -2.7059  0.402
H  -1.4930  5.9924  -7.3902  0.349
H  -0.6401  8.8779  -4.4517  0.360
H  -2.6459  2.2197  -1.9908  0.534
H  0.9029  3.2683  0.1209  0.515
H  -3.2463  0.5817  -0.3749  0.714
H  0.3805  1.5599  1.9226  0.903
C  2.4048  -3.0110  2.2186  -1.027
C  3.3337  -3.9528  1.4611  -1.124
H  1.4802  -3.5132  2.5362  0.673
H  2.8903  -2.6740  3.1479  0.548
H  3.5243  -4.8798  2.0133  0.427
H  2.9047  -4.2595  0.5056  0.182
H  4.3120  -3.5039  1.2704  0.241
C  2.1022  -1.8377  -0.6227  0.858
C  3.0487  -0.7681  -1.1842  -1.581
H  1.0653  -1.7179  -1.1262  -0.762
H  2.3885  -2.8663  -0.9011  0.320
H  3.0640  -0.7421  -2.2864  0.474
H  2.7947  0.2449  -0.8258  0.248
H  4.0950  -0.9333  -0.9043  0.348
C  3.1151  -0.2884  1.7443  -0.265
C  4.5062  -0.9145  1.7014  -1.473
H  2.8578  0.0609  2.7525  0.404
H  3.0661  0.6120  1.1163  0.377
H  5.3139  -0.2037  1.8901  0.430
H  4.6106  -1.6998  2.4490  0.342
H  4.7496  -1.3626  0.7370  0.260
Br  -2.3167  -0.5371  2.1192  0.102
P  -2.1970  -3.3045  -1.1038  -0.245
C  -0.4331  -3.6092  -1.1195  0.332
C  -0.0258  -5.0253  -1.5895  -1.482
H  -0.0583  -3.4169  -0.0795  -0.033
H  0.0102  -2.8237  -1.7595  0.282
H  1.0429  -5.0047  -1.8555  0.376
H  -0.1802  -5.7506  -0.7661  0.363
H  -0.6201  -5.2875  -2.4840  0.418
C  -2.8942  -3.4663  0.5765  1.034
C  -4.3914  -3.8258  0.4734  -1.260
H  -2.7756  -2.4834  1.0995  -1.061
H  -2.2940  -4.1871  1.1704  0.422
H  -4.8278  -3.9012  1.4830  0.385
H  -4.9200  -3.0348  -0.0926  0.309
H  -4.4624  -4.7982  -0.0411  0.383
C  -2.5793  -1.7314  -1.9679  0.555
C  -2.9355  -1.7132  -3.4841  -1.487
H  -1.6904  -1.0930  -1.8281  -0.146
H  -3.3748  -1.2162  -1.4068  0.257
H  -3.3085  -0.7096  -3.7561  0.387
H  -2.0456  -1.9190  -4.1016  0.339
H  -3.7300  -2.4380  -3.7125  0.384
N  3.4171  1.5465  6.9258  -0.433
C  2.4127  1.4897  6.3266  -0.127
C  1.1989  1.5129  5.5581  0.122
C  0.1363  2.3751  5.9137  -0.247
C  -0.9874  2.5196  5.0847  -1.088
C  -1.0242  1.6727  3.9687  0.163
N  -0.0334  0.8346  3.6957  -0.047
C  1.0305  0.6800  4.4469  -0.310
H  0.2242  2.9642  6.8260  0.492
H  -1.8396  3.2041  5.2432  0.392
H  -1.9059  1.6098  3.3129  0.301
H  1.7024  -0.1359  4.1811  0.703

Forces on the atoms, in the same order (eV/Å):
C 0.015 0.005 -0.205
C 0.274 0.160 -0.705
C -0.055 0.366 -0.277
C 0.239 -0.428 1.348
N -0.073 0.805 -0.896
C -0.074 -1.497 0.414
C 0.884 -0.134 1.679
C -0.933 1.787 -1.369
C 0.329 -0.679 0.145
C -0.218 -0.419 -0.188
C 0.393 0.428 -0.607
C -0.189 -0.158 -1.338
C 0.021 -0.370 -0.307
C -0.137 -0.410 0.179
Zn -0.867 0.475 2.084
P 0.011 0.093 -0.731
H -0.144 0.003 0.027
H -0.163 -0.106 -0.005
H 0.123 0.352 0.532
H -0.128 -0.629 -0.260
H 0.055 0.006 0.208
H -0.454 -0.623 0.457
H 0.218 0.252 0.660
H -0.623 -0.063 -0.635
C -0.718 -0.396 0.196
C 0.229 -0.342 -0.224
H 0.296 -0.120 -0.062
H -0.301 0.204 -0.343
H -0.194 0.259 0.107
H 0.044 -0.046 0.037
H -0.240 -0.062 -0.044
C 0.224 0.680 -0.068
C 0.220 0.361 -0.759
H 1.821 0.104 0.008
H -0.098 0.438 0.192
H -0.276 -0.092 0.388
H -0.056 -0.471 -0.339
H -0.444 -0.145 -0.030
C -0.211 0.479 -0.244
C 0.562 -0.253 0.114
H 0.148 -0.242 -0.307
H -0.138 -0.332 0.141
H -0.330 0.237 0.123
H 0.059 0.138 0.023
H -0.126 0.030 0.218
Br 1.160 1.229 -0.704
P -1.626 -1.400 -0.850
C 1.216 0.403 0.626
C 0.164 0.340 0.168
H 0.404 -0.628 -0.481
H -0.166 -0.861 -0.282
H -0.333 -0.257 0.075
H -0.027 0.298 -0.641
H 0.283 -0.012 0.524
C -0.083 1.432 1.064
C 0.468 -0.175 0.091
H -0.399 -1.402 -0.428
H -0.336 0.115 -0.600
H 0.088 0.024 -0.470
H 0.100 -0.547 0.245
H -0.349 0.461 0.164
C 0.028 1.327 0.013
C 0.198 -0.181 0.357
H -0.175 0.654 -0.455
H 0.244 -0.314 -0.065
H 0.219 -0.422 0.183
H -0.440 -0.075 0.203
H 0.333 0.109 0.094
N -2.250 -0.256 -1.394
C 2.103 0.203 1.427
C -0.591 -0.001 0.294
C 0.110 0.532 -0.259
C 0.048 -0.740 -0.370
C 0.159 0.577 1.030
N -0.650 -1.359 -0.442
C -0.335 0.884 0.733
H 0.051 -0.084 -0.256
H 0.782 -0.441 0.332
H 0.576 0.523 0.434
H 0.047 0.403 0.301

Values from the calculation:
HOMO energy (alpha / beta), Ha: -0.48466 / -0.48466
Gap between HOMO and LUMO (alpha / beta), eV: 4.95 / 4.95
2S+1: 1
Total charge: +2
Energy, a.u.: -6405.95264



No. 3
Formula: CH8O2
Source: OMol25
Level of theory: ωB97M-V/def2-TZVPD

Last column: natural (NBO) charge in e.
Positions of all 11 atoms, in Å:
C  2.1502  0.5968  -2.2022  -0.840
H  1.9885  1.5339  -1.6929  0.220
H  2.9063  -0.0101  -1.6700  0.223
H  2.5753  0.7418  -3.1865  0.246
H  1.2380  -0.0174  -2.1835  0.155
H  -0.4078  0.2870  2.9741  0.514
H  -1.4744  1.3452  2.3540  0.522
O  -0.9771  0.5236  2.2377  -0.984
H  -0.6964  -0.6602  -0.7159  0.536
H  -1.0678  -1.0590  0.7996  0.552
O  -1.2630  -1.2792  -0.1602  -0.142

Forces on the atoms, in the same order (eV/Å):
C 0.652 -1.091 0.753
H 0.011 0.248 0.077
H -0.298 0.466 0.030
H -0.485 0.077 -0.324
H 0.043 0.259 -0.492
H -0.223 0.536 0.408
H 0.344 -0.255 0.478
O -0.089 -0.849 -1.401
H -0.114 -0.120 0.041
H -0.020 0.503 0.690
O 0.180 0.226 -0.261

Values from the calculation:
HOMO energy (alpha / beta), Ha: -0.60108 / -0.60106
Gap between HOMO and LUMO (alpha / beta), eV: 11.51 / 4.19
2S+1: 2
Total charge: +1
Energy, a.u.: -192.93333



Going through the records in order, we get F_max values of 0.96; 2.66; 1.64 eV Å⁻¹.
Going through the records in order, we get energy relative to the best compared isomer or geometry (same formula, charge and spin) values of 1.97; 90.01; 2.93 kcal per mole.